ORCA calculation (the ωB97M-V functional and the def2-TZVPD basis) on a structure of composition C29H30CoF5O5S in a non-equilibrium geometry.

```
! RIJCOSX wB97M-V def2-TZVPD def2/J DEFGRID3
* xyz -2 5
C 0.462 -0.680 -4.123
C 0.309 -1.264 -2.692
C 0.061 0.801 -4.071
C -0.696 1.040 -2.708
H -0.572 1.012 -4.942
H 0.957 1.428 -4.201
C -0.795 -0.477 -2.034
H 1.266 -1.121 -2.155
H 0.078 -2.339 -2.797
C -1.243 -1.022 -0.560
H -1.721 -0.765 -2.574
H -1.723 1.298 -3.020
C -0.183 2.223 -2.014
C 1.869 -0.924 -4.666
C -0.356 -1.396 -5.209
O -0.999 -0.821 -6.075
O 2.877 -0.973 -3.976
O 1.897 -1.068 -6.005
O -0.311 -2.739 -5.170
C -0.913 -3.273 -6.358
H -0.825 -4.355 -6.291
H -0.368 -2.888 -7.225
H -1.959 -2.962 -6.430
C 3.214 -1.249 -6.531
H 3.868 -0.424 -6.222
H 3.085 -1.259 -7.611
H 3.643 -2.198 -6.182
O -0.484 -1.414 0.585
H -1.640 -2.022 -0.856
H -2.061 -0.332 -0.247
C -1.109 2.937 -1.105
C 1.277 2.298 -1.785
H 1.732 3.145 -2.323
H 1.798 1.375 -2.120
H 1.511 2.446 -0.709
H -0.688 3.071 -0.095
H -2.063 2.400 -0.978
H -1.354 3.937 -1.493
Co -0.440 -0.785 2.199
C -2.387 -0.490 4.054
C -3.276 -0.388 2.950
C -3.050 -1.486 2.086
H -4.021 0.394 2.820
C -2.031 -2.315 2.657
C -1.602 -1.676 3.891
H -0.990 -2.157 4.646
H -2.373 0.153 4.926
H -3.564 -1.700 1.155
H -1.749 -3.311 2.333
C 2.413 0.685 2.479
C 2.001 -0.177 3.521
C 1.522 -1.406 2.952
H 2.117 0.020 4.583
C 1.762 -1.310 1.507
C 2.259 0.000 1.246
H 2.519 0.380 0.258
H 2.812 1.691 2.608
H 1.285 -2.321 3.484
H 1.785 -2.152 0.818
F -0.196 2.970 9.001
C -0.211 2.617 7.703
C -0.389 3.584 6.711
F -0.522 4.882 7.061
C -0.430 3.201 5.375
F -0.586 4.152 4.429
C -0.300 1.853 4.939
S -0.458 1.476 3.271
C -0.050 0.935 5.986
F 0.231 -0.375 5.709
C -0.041 1.283 7.331
F 0.118 0.329 8.278
*
```

The value obtained for the molecular weight is 644.54 g/mol. Its expectation value of S² is 6.02. As for the HOMO energy (alpha / beta): -0.10 / 0.01 eV.

Here are the Mulliken charges for atoms 1 to 4, given in e: C 3.330; C -1.392; C -1.640; C 0.521